Entry 1:
Entry from the OMol25 dataset: 2 unconnected molecules or ions with the total composition C9H19NOS (ωB97M-V/def2-TZVPD).

Each line ends with the Mulliken charge.
CARTESIAN COORDINATES (ANGSTROEM)
C  0.217  -2.317  1.136  -1.003
C  -0.154  -0.365  3.248  0.076
C  -0.909  0.945  3.364  -0.439
C  0.563  0.844  3.082  0.320
C  1.798  1.569  2.407  -0.877
C  -1.493  0.717  -2.006  -1.743
C  0.993  0.915  -2.168  -1.211
C  -0.267  -0.685  -3.754  -1.317
C  -0.209  -0.083  -2.278  1.201
N  -0.142  -1.137  -1.301  -0.154
O  -1.903  -0.783  0.707  -0.602
S  -0.459  -0.827  0.346  0.500
H  -0.486  -3.013  1.705  0.315
H  1.213  -2.666  0.826  0.305
H  0.101  -0.985  4.173  0.202
H  -0.056  -1.117  2.384  -0.243
H  -1.672  1.255  2.705  0.222
H  -1.086  1.246  4.378  0.225
H  2.228  1.037  1.636  0.213
H  2.350  1.565  3.421  0.328
H  1.416  2.470  2.075  0.255
H  -2.282  0.101  -2.314  0.405
H  -1.531  0.989  -0.946  0.482
H  -1.510  1.544  -2.691  0.476
H  1.808  0.471  -2.756  0.402
H  1.388  0.933  -1.090  0.052
H  0.771  1.960  -2.386  0.320
H  0.306  -1.720  -3.800  0.329
H  -1.346  -0.942  -3.973  0.317
H  0.093  0.075  -4.459  0.364
H  0.259  -1.996  -1.671  0.281

HOMO level (spin up / spin down) ... -7.0352 / -8.4536 eV
Frontier orbital gap (spin up / spin down) ... 6.13 / 9.12 eV
Energy relative to the best compared isomer or geometry (same formula, charge and spin) ... 8.099 eV
LUMO (spin up / spin down) ... -0.9 / 0.7 eV
Total charge ... 0
Maximum force ... 6.320 eV/A
Energy ... -882.2006 hartree

***

Entry 2:
Entry from the OMol25 dataset: a molecular structure, C9H19O10Tl (ωB97M-V/def2-TZVPD).

Each line ends with the Mulliken charge.
CARTESIAN COORDINATES (ANGSTROEM)
Tl  0.209  1.282  -0.060  0.957
O  -1.509  1.355  2.125  -0.320
H  -2.160  0.753  2.536  0.308
C  1.405  -4.273  1.544  -0.643
O  0.919  -2.946  1.152  -0.294
C  -0.290  -2.371  1.400  0.728
O  -0.620  -1.297  0.872  -0.464
O  -0.951  -2.980  2.428  -0.335
C  -1.979  -2.260  3.107  -0.452
H  0.791  -4.633  2.369  0.289
H  2.401  -4.226  1.983  0.269
H  1.443  -5.096  0.830  0.293
H  -1.573  -1.262  3.272  0.085
H  -2.071  -2.748  4.077  0.263
H  -2.847  -2.213  2.449  0.298
C  -3.951  3.486  0.240  -0.518
O  -4.242  2.877  -1.042  -0.305
C  -3.534  1.836  -1.472  0.827
O  -2.454  1.331  -1.036  -0.596
O  -4.156  1.428  -2.511  -0.326
C  -3.609  0.340  -3.331  -0.616
H  -4.909  3.397  0.752  0.266
H  -3.698  4.520  0.005  0.257
H  -3.116  3.092  0.819  0.229
H  -2.524  0.361  -3.440  0.278
H  -4.058  0.343  -4.324  0.240
H  -3.932  -0.574  -2.832  0.297
C  4.565  2.916  0.174  -0.560
O  4.967  1.872  -0.687  -0.340
C  4.179  0.852  -1.046  0.855
O  2.971  0.763  -0.758  -0.601
O  4.884  -0.060  -1.595  -0.295
C  4.186  -1.139  -2.198  -0.638
H  4.598  2.630  1.226  0.276
H  3.525  3.165  -0.040  0.233
H  5.241  3.766  0.086  0.240
H  3.830  -0.798  -3.170  0.298
H  3.325  -1.417  -1.591  0.265
H  4.742  -2.070  -2.311  0.250

HOMO level (spin up / spin down) ... -13.6647 / -13.6504 eV
Multiplicity ... 2
Frontier orbital gap (spin up / spin down) ... 10.92 / 7.97 eV
Energy relative to the best compared isomer or geometry (same formula, charge and spin) ... 0.000 eV
Expectation value of S² ... 0.75
LUMO (spin up / spin down) ... -2.7 / -5.7 eV
Total charge ... +1
Maximum force ... 3.917 eV/A
Energy ... -1278.9029 hartree

***

Entry 3:
Entry from the OMol25 dataset: a molecular structure, C9H19O10Tl (ωB97M-V/def2-TZVPD).

Each line ends with the Mulliken charge.
CARTESIAN COORDINATES (ANGSTROEM)
Tl  -17.500  8.996  5.953  1.363
O  -16.194  10.863  4.540  -0.291
H  -16.091  11.835  4.613  0.309
C  -15.630  11.889  10.566  -0.643
O  -16.160  11.301  9.369  -0.292
C  -16.355  11.919  8.240  0.846
O  -16.965  11.380  7.324  -0.380
O  -15.694  13.055  8.143  -0.329
C  -15.470  13.623  6.832  -0.472
H  -15.102  12.809  10.312  0.309
H  -14.862  11.247  10.994  0.274
H  -16.322  12.136  11.367  0.304
H  -15.148  12.803  6.186  0.070
H  -14.628  14.295  6.958  0.287
H  -16.404  14.045  6.470  0.328
C  -18.673  10.762  1.959  -0.421
O  -19.998  10.955  2.513  -0.282
C  -20.185  10.946  3.813  0.851
O  -19.389  10.604  4.704  -0.515
O  -21.401  11.335  4.037  -0.298
C  -21.933  11.333  5.384  -0.624
H  -18.515  11.662  1.371  0.286
H  -18.747  9.876  1.332  0.276
H  -17.875  10.580  2.676  0.127
H  -21.608  10.480  5.973  0.281
H  -23.017  11.346  5.337  0.248
H  -21.605  12.269  5.834  0.312
C  -15.660  5.005  6.828  -0.537
O  -16.285  4.983  8.101  -0.313
C  -16.898  6.032  8.596  0.862
O  -17.097  7.081  7.975  -0.586
O  -17.152  5.837  9.850  -0.270
C  -17.984  6.786  10.527  -0.611
H  -14.678  5.482  6.864  0.294
H  -16.269  5.584  6.133  0.175
H  -15.492  3.987  6.495  0.260
H  -19.022  6.564  10.283  0.308
H  -17.754  7.799  10.198  0.234
H  -17.847  6.796  11.603  0.258

HOMO level ... -16.9200 eV
Frontier orbital gap ... 3.62 eV
Energy relative to the best compared isomer or geometry (same formula, charge and spin) ... 0.000 eV
LUMO ... -13.3 eV
Total charge ... +2
Maximum force ... 2.610 eV/A
Energy ... -1278.3867 hartree

***

Entry 4:
Entry from the OMol25 dataset: a molecular structure, C9H20AsF9O25S3V5 (ωB97M-V/def2-TZVPD).

Each line ends with the Mulliken charge.
CARTESIAN COORDINATES (ANGSTROEM)
O  0.637  -4.514  1.290  -0.450
V  1.049  -3.729  0.022  1.203
O  2.082  -4.614  -0.722  -0.615
O  0.181  3.989  0.103  -0.264
V  0.137  2.356  0.052  1.083
O  1.366  1.850  0.948  -0.501
O  1.540  -1.504  -5.215  -0.531
V  1.453  -1.557  -3.645  1.254
O  2.867  -1.708  -3.053  -0.564
O  -2.275  -3.278  0.788  -0.574
V  -2.626  -3.226  -0.773  1.188
O  -4.238  -3.166  -0.875  -0.647
O  -3.776  -0.980  -3.312  -0.488
V  -2.191  -0.864  -3.420  1.055
O  -1.773  -0.814  -4.975  -0.547
C  -3.844  3.582  -2.886  0.458
F  -3.607  4.855  -2.843  -0.173
F  -4.566  3.138  -1.829  -0.191
F  -4.317  3.236  -4.047  -0.172
S  -2.008  2.796  -2.967  1.011
O  -2.246  1.379  -3.248  -0.684
O  -1.212  3.623  -3.931  -0.565
O  -1.441  2.873  -1.634  -0.828
S  -0.819  -3.987  -2.684  1.407
O  0.399  -3.286  -3.155  -0.715
O  -0.614  -4.208  -1.241  -0.777
O  -1.956  -3.092  -2.873  -0.654
O  -1.037  -5.339  -3.211  -0.624
S  -0.511  -0.797  -1.130  0.338
O  -0.273  0.481  -0.598  1.099
O  0.347  -1.857  -0.647  0.497
O  -1.918  -1.191  -1.141  -1.002
O  -0.244  -0.747  -2.556  1.026
As  2.656  2.154  -3.415  2.059
F  3.693  1.700  -4.863  -0.541
F  3.610  1.143  -2.395  -0.446
F  1.706  2.516  -1.971  -0.667
F  1.554  3.172  -4.515  -0.512
F  1.574  0.726  -3.814  -0.581
F  3.751  3.535  -3.200  -0.494
C  1.214  4.660  3.411  -0.865
O  0.109  3.832  3.070  -0.238
C  -0.002  2.603  3.697  -0.416
C  -1.365  2.020  3.417  -0.662
O  -1.396  1.862  1.996  0.004
C  -2.576  1.337  1.470  -0.481
H  1.430  4.782  4.472  0.352
H  0.947  5.615  2.957  0.254
H  2.086  4.249  2.903  0.286
H  0.131  2.620  4.779  0.505
H  0.654  1.883  3.207  0.052
H  -2.161  2.685  3.751  0.405
H  -1.612  1.081  3.912  0.385
H  -2.456  1.461  0.394  -0.129
H  -3.473  1.790  1.892  0.360
H  -2.559  0.278  1.725  0.301
C  3.944  -3.146  1.548  -0.956
O  2.682  -2.606  1.141  -0.092
C  2.369  -1.563  2.081  -1.004
C  1.021  -1.608  2.770  0.614
O  0.834  -2.694  3.628  -0.424
C  -0.498  -2.867  4.121  -0.648
H  4.822  -2.527  1.364  0.314
H  4.293  -3.951  0.902  0.248
H  3.888  -3.571  2.550  0.386
H  2.540  -0.681  1.464  0.381
H  3.164  -1.306  2.780  0.548
H  0.265  -1.563  1.986  -0.549
H  0.926  -0.716  3.389  0.465
H  -0.357  -3.681  4.833  0.247
H  -1.238  -2.987  3.330  0.152
H  -0.740  -1.937  4.635  0.337

HOMO level ... -8.1977 eV
Frontier orbital gap ... 7.88 eV
Energy relative to the best compared isomer or geometry (same formula, charge and spin) ... 3.886 eV
LUMO ... -0.3 eV
Total charge ... -1
Maximum force ... 7.516 eV/A
Energy ... -11285.4327 hartree

***

Entry 5:
Entry from the OMol25 dataset: a molecular structure, C9H20Br3NOV (ωB97M-V/def2-TZVPD).

Each line ends with the Mulliken charge.
CARTESIAN COORDINATES (ANGSTROEM)
O  2.793  -0.231  -3.422  -0.479
V  4.120  0.219  -2.777  0.783
C  -0.533  -2.042  -2.546  -1.224
C  -0.677  -0.515  -2.525  -0.629
C  -1.177  0.090  -1.209  -0.236
C  -0.245  -0.287  -0.085  -0.460
N  -0.858  -0.091  1.282  0.574
C  -1.301  1.317  1.507  -0.413
C  -0.314  1.884  2.518  -0.758
C  0.087  0.685  3.392  -0.623
C  0.251  -0.361  2.305  -0.735
C  -1.951  -1.088  1.520  -1.059
H  -1.298  -2.569  -1.975  0.295
H  0.465  -2.388  -2.260  0.293
H  -0.578  -2.359  -3.590  0.405
H  -1.406  -0.317  -3.316  0.435
H  0.209  0.020  -2.855  0.224
H  -2.193  -0.284  -1.047  0.297
H  -1.210  1.164  -1.397  0.301
H  0.667  0.308  -0.121  -0.015
H  -0.057  -1.356  -0.172  0.337
H  -2.296  1.295  1.942  0.384
H  -1.232  1.945  0.627  0.204
H  -0.708  2.731  3.077  0.426
H  0.620  2.240  2.071  0.332
H  -0.775  0.478  4.035  0.273
H  1.006  0.817  3.950  0.415
H  0.223  -1.426  2.518  0.421
H  1.202  -0.143  1.819  0.381
H  -2.037  -1.253  2.590  0.441
H  -1.719  -2.003  0.986  0.286
H  -2.872  -0.643  1.157  0.390
Br  4.609  1.697  -4.960  -0.403
Br  6.515  0.527  -1.677  -0.435
Br  2.669  1.938  -1.360  -0.426

HOMO level (spin up / spin down) ... -7.9609 / -7.9756 eV
Multiplicity ... 2
Frontier orbital gap (spin up / spin down) ... 7.44 / 7.46 eV
Energy relative to the best compared isomer or geometry (same formula, charge and spin) ... 0.000 eV
Expectation value of S² ... 0.78
LUMO (spin up / spin down) ... -0.5 / -0.5 eV
Total charge ... 0
Maximum force ... 4.012 eV/A
Energy ... -9151.0005 hartree

***

Entry 6:
Entry from the OMol25 dataset: 2 unconnected molecules or ions with the total composition C9H20BrN (ωB97M-V/def2-TZVPD).

Each line ends with the Mulliken charge.
CARTESIAN COORDINATES (ANGSTROEM)
Br  10.152  -10.471  28.600  -0.793
C  18.131  -12.639  27.740  -1.309
C  16.753  -12.025  27.624  -0.519
C  15.717  -12.805  28.438  -0.357
C  14.319  -12.418  27.999  -0.923
N  13.189  -13.146  28.682  0.244
C  12.003  -13.157  27.766  -0.920
C  12.186  -14.330  26.811  -0.671
C  13.180  -15.259  27.558  -0.461
C  13.385  -14.608  28.918  -0.790
C  12.786  -12.419  29.919  -1.066
H  18.232  -13.547  27.147  0.329
H  18.392  -12.851  28.780  0.328
H  18.924  -11.955  27.428  0.392
H  16.452  -11.985  26.573  0.355
H  16.734  -10.983  27.955  0.371
H  15.842  -12.620  29.505  0.358
H  15.818  -13.871  28.220  0.337
H  14.159  -12.537  26.926  0.406
H  14.110  -11.357  28.153  0.371
H  11.087  -13.151  28.358  0.508
H  11.897  -12.186  27.277  0.432
H  11.221  -14.801  26.640  0.321
H  12.590  -14.019  25.851  0.360
H  12.856  -16.293  27.657  0.450
H  14.118  -15.287  27.000  0.209
H  12.688  -14.956  29.677  0.502
H  14.379  -14.782  29.327  0.422
H  12.472  -11.409  29.662  0.362
H  13.615  -12.372  30.630  0.338
H  11.986  -12.977  30.395  0.414

HOMO level ... -6.9364 eV
Frontier orbital gap ... 7.09 eV
Energy relative to the best compared isomer or geometry (same formula, charge and spin) ... 0.212 eV
LUMO ... 0.2 eV
Total charge ... 0
Maximum force ... 1.465 eV/A
Energy ... -2983.6614 hartree